[1]
One molecule with the formula C5H11NO. Source: the OMol25 dataset; level of theory: wB97M-V/def2-TZVPD.

Properties
Multiplicity ... 1
Frontier orbital gap ... 10.2 eV
Charge ... 0
SMILES ... CC(C)N(C)C=O
LUMO energy ... 0.930 eV
Energy ... -8900.9069 eV
Max |F| ... 0.7 eV Å⁻¹
Highest occupied orbital energy ... -9.263 eV

Last column: Löwdin charge in e.
Cartesian coordinates (Å):
1 C 1.59940 -0.66064 0.57388  -0.075
2 H 1.98860 1.81345 0.45228  0.141
3 H 1.13281 -0.74739 1.56234  0.089
4 H 2.59927 -0.23930 0.70421  0.085
5 C -0.96563 -1.47467 -0.42262  -0.074
6 C -0.56728 -0.00969 -0.60685  -0.373
7 H -0.71320 0.26679 -1.65693  0.141
8 H -2.03653 -1.58774 -0.62074  0.083
9 H -0.78740 -1.82060 0.60163  0.074
10 H 1.70693 -1.66107 0.14496  0.087
11 H -0.44366 -2.15815 -1.09377  0.079
12 C 1.27253 1.52471 -0.34902  -0.349
13 N 0.87644 0.21647 -0.32126  -0.118
14 H -1.09514 1.90320 0.28718  0.066
15 H -2.48690 0.84214 0.01779  0.086
16 O 0.77250 2.35520 -1.07768  0.026
17 C -1.42903 0.86629 0.30828  -0.055
18 H -1.33440 0.52202 1.34616  0.084

=====

[2]
C35H40N4SScSi2 as an isolated structure. Source: the OMol25 dataset; level of theory: wB97M-V/def2-TZVPD.

Properties
Multiplicity ... 1
Frontier orbital gap ... 5.5 eV
Charge ... -1
LUMO energy ... 2.116 eV
Energy ... -90202.6974 eV
Max |F| ... 3.0 eV Å⁻¹
Highest occupied orbital energy ... -3.387 eV

Last column: Löwdin charge in e.
Cartesian coordinates (Å):
1 C -15.13579 -3.35527 9.58347  -0.072
2 H -12.30968 1.48396 12.88883  -0.014
3 H -7.45206 -1.27296 15.67619  0.107
4 H -15.42151 -3.65423 14.73421  0.004
5 C -10.36894 -2.44733 12.08744  -0.281
6 C -15.38996 2.33453 14.53416  -0.126
7 H -7.28478 -2.21731 13.52743  0.118
8 H -12.06953 -3.15466 11.06254  0.061
9 C -8.53932 -1.07904 15.61043  -0.100
10 H -10.47715 -3.95683 10.54729  0.097
11 C -14.22046 -0.84403 8.63150  -0.072
12 C -16.42244 4.10937 15.74600  -0.106
13 C -11.32768 -1.16252 15.43547  -0.705
14 H -10.77614 -2.39232 9.99197  0.078
15 C -13.83178 -5.68628 11.67627  -0.175
16 H -13.78046 0.08127 8.25838  0.067
17 C -8.37684 -2.17486 13.40893  -0.009
18 H -15.57346 -4.25247 9.92037  0.052
19 Si -14.88873 -4.36630 12.49108  0.421
20 N -14.58516 0.33565 13.36845  -0.032
21 C -15.24874 4.84626 15.80041  -0.104
22 C -15.56013 1.02985 13.72769  -0.295
23 C -17.26888 -0.68266 13.14229  -0.005
24 C -9.12069 -1.60242 14.48535  -0.176
25 C -16.50117 2.89624 15.13521  -0.075
26 H -14.36558 -6.18804 10.84320  0.026
27 Si -12.71376 1.24096 10.47464  0.447
28 S -12.97607 -1.26505 15.53384  0.653
29 H -11.38218 0.01403 17.16792  0.080
30 C -14.71426 -4.35404 14.36131  -0.201
31 C -14.32898 2.23112 10.26025  -0.163
32 H -17.19622 -3.52984 11.96770  0.049
33 H -17.01331 -5.20393 11.52920  0.009
34 C -19.05529 1.26076 12.12442  -0.066
35 N -13.18534 -0.45811 10.82419  -0.168
36 H -13.69667 -4.06124 14.71320  0.009
37 H -13.46945 -6.56852 12.24665  0.030
38 C -9.28178 -0.44962 16.61121  -0.098
39 H -15.20142 5.82060 16.22682  0.085
40 C -8.99882 -2.52989 12.26058  -0.055
41 H -10.74902 2.15346 9.08939  0.016
42 C -14.49896 -2.46827 10.46704  -0.342
43 H -12.18711 1.57170 8.12036  0.008
44 Sc -13.33077 -1.07272 12.86303  0.755
45 H -14.93438 -5.30331 14.86927  0.030
46 H -17.47857 2.65741 12.65220  0.107
47 H -20.44495 -0.33868 11.94241  0.089
48 C -10.57779 -1.58984 14.28332  -0.233
49 C -19.44414 -0.10771 12.29636  -0.115
50 H -10.92642 0.44852 8.69568  0.033
51 H -17.37393 4.59189 16.10378  0.115
52 H -17.41658 2.34781 15.00225  0.104
53 C -17.82888 1.64222 12.67878  -0.070
54 H -15.46148 -3.78705 7.41769  0.091
55 C -14.15532 3.02615 14.65747  -0.015
56 H -13.10919 4.71891 15.44391  0.107
57 C -10.66345 -0.44052 16.49406  -0.131
58 H -14.49375 2.39500 9.17707  0.022
59 H -14.29358 3.20464 10.83589  0.043
60 C -13.96083 -1.21649 9.98953  -0.340
61 C -15.14953 -3.05217 8.20127  -0.135
62 C -11.51104 1.36198 8.97620  -0.192
63 C -16.73545 -4.51843 12.31028  -0.185
64 H -11.54596 2.88664 11.96561  0.036
65 H -14.76241 -1.48342 6.68765  0.100
66 H -8.81421 0.11781 17.44565  0.107
67 N -14.39231 -2.73352 11.84653  -0.171
68 C -10.97038 -3.00451 10.85162  -0.033
69 C -18.60184 -1.05777 12.80539  -0.090
70 H -13.34548 2.43614 14.28503  0.074
71 H -19.70369 1.97842 11.64973  0.088
72 C -14.09819 4.24759 15.30320  -0.094
73 H -12.98236 -5.14547 11.22832  0.011
74 N -11.15330 -1.93940 13.10421  0.070
75 C -11.71457 1.78928 11.98367  -0.192
76 C -16.95057 0.69304 13.19587  -0.167
77 C -14.78104 -1.77497 7.78028  -0.166
78 H -17.15697 -4.87510 13.22605  0.011
79 H -16.50339 -1.41519 13.29139  0.076
80 H -8.37963 -3.03120 11.51090  0.118
81 H -18.87404 -2.14459 12.97751  0.113
82 H -10.70361 1.31142 12.04372  0.039
83 H -15.14182 1.59518 10.58250  0.011

=====

[3]
One molecule with the formula C4H5N3O. Source: the OMol25 dataset; level of theory: wB97M-V/def2-TZVPD.

Properties
Multiplicity ... 1
Frontier orbital gap ... 9.1 eV
Charge ... 0
SMILES ... C=N/N=C1/CC=NO1
LUMO energy ... 0.162 eV
Energy ... -10741.6171 eV
Max |F| ... 4.8 eV Å⁻¹
Highest occupied orbital energy ... -8.963 eV

Last column: Löwdin charge in e.
Cartesian coordinates (Å):
1 N 0.40313 0.46233 1.84095  -0.059
2 N -1.71362 -0.09762 -1.36129  0.027
3 C -0.85023 -0.42631 -2.25350  -0.079
4 C 0.63415 -0.85688 -1.51941  -0.047
5 N 1.00803 0.04059 0.75217  0.015
6 C 0.24810 -0.26282 -0.23113  -0.351
7 H -1.10026 -0.64601 -3.34396  0.121
8 H 2.18230 1.06826 2.84749  0.041
9 H 0.73351 -2.08802 -1.52993  0.168
10 H 1.69108 -0.33164 -1.71961  0.151
11 H 0.73417 1.46422 3.63202  0.049
12 O -1.14877 0.05990 -0.10451  -0.047
13 C 1.14576 1.08215 2.72525  0.014

=====

[4]
One molecule with the formula C4H7NO. Source: the OMol25 dataset; level of theory: wB97M-V/def2-TZVPD.

Properties
Multiplicity ... 1
Frontier orbital gap ... 10.2 eV
Charge ... 0
SMILES ... CN1CC(=O)C1
LUMO energy ... 0.952 eV
Energy ... -7797.6328 eV
Max |F| ... 0.6 eV Å⁻¹
Highest occupied orbital energy ... -9.208 eV

Last column: Löwdin charge in e.
Cartesian coordinates (Å):
1 C 1.55632 0.15656 0.40181  -0.349
2 H 0.80817 1.90074 -0.72309  0.122
3 H -2.03118 -1.09520 -0.50890  0.083
4 H -0.08140 1.63533 0.80411  0.123
5 H -2.23090 0.66011 -0.35397  0.084
6 C 0.73724 -0.97950 -0.22227  -0.087
7 C 0.46228 1.14063 -0.01401  -0.091
8 H 0.36326 -1.75339 0.46430  0.123
9 C -1.59366 -0.18737 -0.08451  -0.118
10 H 1.24253 -1.46993 -1.06225  0.121
11 H -1.59654 -0.28203 1.01999  0.088
12 O 2.63509 0.25432 0.91423  0.108
13 N -0.27119 0.01974 -0.63544  -0.206

=====

[5]
A 2-piece molecular cluster, C4H13N2 overall. Source: the OMol25 dataset; level of theory: wB97M-V/def2-TZVPD.

Properties
Multiplicity ... 1
Frontier orbital gap ... 5.8 eV
Charge ... +1
LUMO energy ... -9.039 eV
Energy ... -7326.6762 eV
Max |F| ... 5.7 eV Å⁻¹
Highest occupied orbital energy ... -14.816 eV

Last column: Löwdin charge in e.
Cartesian coordinates (Å):
1 H 0.85975 -3.41009 1.65334  0.110
2 H 1.00513 -1.69088 -0.79679  0.144
3 H -1.21330 -0.21732 -0.81648  0.095
4 H -0.50843 3.32423 -2.36285  0.015
5 H 0.31619 4.22483 -1.06190  0.032
6 C 1.01181 -1.77972 0.31143  -0.150
7 H 1.41171 1.06664 0.69942  0.084
8 H -0.22820 2.49808 -0.85121  -0.026
9 C -1.28022 -0.65779 0.19586  -0.051
10 H -2.12305 -0.04379 0.61473  0.110
11 H -1.48109 3.73119 -0.87951  0.039
12 H 0.95082 -3.78425 -0.03832  0.119
13 C -0.47502 3.49404 -1.30003  -0.038
14 H 1.97556 -1.52924 0.83352  0.141
15 H -1.78717 -1.62754 0.20663  0.091
16 N 0.71109 0.64424 0.16678  0.372
17 C 0.12971 -0.55454 0.81219  -0.324
18 H 0.17027 -0.52719 1.91839  0.165
19 N 0.55442 -3.16091 0.69478  0.070

=====

[6]
C2H2I2S as an isolated structure. Source: the OMol25 dataset; level of theory: wB97M-V/def2-TZVPD.

Properties
Multiplicity ... 1
Frontier orbital gap (alpha / beta) ... 7.3 / 7.3 eV
Charge ... 0
LUMO energy (alpha / beta) ... -0.647 / -0.639 eV
Energy ... -29138.6733 eV
Max |F| ... 3.7 eV Å⁻¹
Highest occupied orbital energy (alpha / beta) ... -7.981 / -7.980 eV

Last column: Löwdin charge in e.
Cartesian coordinates (Å):
1 S 2.62190 -0.21772 0.65445  0.645
2 I -2.05142 -1.74145 0.13883  0.756
3 I -1.35146 1.78289 0.25556  0.630
4 H 0.51607 -1.25905 1.38536  -0.045
5 C -0.92509 -0.17766 -0.56356  -1.291
6 H -0.47248 -0.28147 -1.62588  -0.001
7 C 1.06158 -0.56353 0.68754  -0.694

=====

[7]
One molecule with the formula C2H6N2O. Source: the OMol25 dataset; level of theory: wB97M-V/def2-TZVPD.

Properties
Multiplicity ... 1
Frontier orbital gap ... 10.5 eV
Charge ... 0
SMILES ... CC(=O)NN
LUMO energy ... 0.843 eV
Energy ... -7198.5014 eV
Max |F| ... 1.1 eV Å⁻¹
Highest occupied orbital energy ... -9.642 eV

Last column: Löwdin charge in e.
Cartesian coordinates (Å):
1 O -1.82927 -1.19237 0.05082  0.031
2 H -0.54546 1.46674 -0.95285  0.077
3 N 1.54527 -0.15221 0.06759  0.022
4 C -0.97313 1.06438 -0.03342  -0.023
5 H 2.17883 -0.19234 -0.72375  0.082
6 H 2.02683 -0.45303 0.90828  0.084
7 H 0.45955 -1.94550 -0.04685  0.139
8 H -0.33388 1.45730 0.79725  0.084
9 H -2.04584 1.32775 0.13282  0.094
10 N 0.38750 -0.94427 -0.16413  -0.033
11 C -0.87040 -0.43644 -0.03577  -0.557

=====

[8]
One molecule with the formula CH3NOS. Source: the OMol25 dataset; level of theory: wB97M-V/def2-TZVPD.

Properties
Multiplicity ... 1
Frontier orbital gap ... 9.9 eV
Charge ... 0
SMILES ... NSC=O
LUMO energy ... 0.126 eV
Energy ... -15456.5237 eV
Max |F| ... 9.4 eV Å⁻¹
Highest occupied orbital energy ... -9.811 eV

Last column: Löwdin charge in e.
Cartesian coordinates (Å):
1 C 2.23657 -0.07939 0.14565  -0.498
2 O 3.62304 0.23767 0.00173  -0.222
3 S 1.17882 0.35747 -1.09025  0.924
4 N -0.30562 -0.02695 -0.32367  -0.326
5 H -0.89673 -0.57263 -0.93913  0.026
6 H -0.79916 0.82534 -0.07118  0.031
7 H 1.85757 -0.53766 1.04762  0.066